Entry 1:
Density functional theory data (ωB97M-V/def2-TZVPD) for a cluster of 2 separate species, C30H30N3O2 in total at a distorted geometry.

Each line ends with the Mulliken charge.
CARTESIAN COORDINATES (ANGSTROEM)
C  0.935  -5.392  -3.342  -0.48
C  0.840  -4.308  -4.190  -0.70
C  0.064  -3.224  -3.834  -0.09
C  -0.619  -3.202  -2.629  0.23
C  -1.456  -2.016  -2.250  -1.07
N  -2.755  -2.075  -2.737  -0.54
C  -3.567  -1.083  -2.605  0.13
N  -4.901  -1.056  -3.037  -0.28
C  -5.622  0.089  -2.471  -0.44
C  -4.542  0.882  -1.712  -0.45
N  -3.309  0.114  -1.923  -0.08
C  -0.532  -4.309  -1.799  -0.14
C  0.243  -5.396  -2.149  -0.74
H  1.544  -6.239  -3.616  0.42
H  1.369  -4.310  -5.131  0.42
H  -0.023  -2.383  -4.499  0.47
H  -1.489  -1.926  -1.159  0.49
H  -0.977  -1.104  -2.624  0.46
H  -5.425  -1.922  -3.168  0.29
H  -6.074  0.676  -3.277  0.27
H  -6.424  -0.249  -1.808  0.27
H  -4.414  1.894  -2.109  0.27
H  -4.764  0.961  -0.643  0.26
H  -2.594  0.170  -1.195  0.18
H  -1.081  -4.318  -0.875  0.45
H  0.307  -6.251  -1.492  0.44
C  3.574  -4.876  2.119  -0.88
O  3.523  -4.514  0.760  -0.42
C  2.889  -3.304  0.507  0.93
C  2.886  -2.817  -0.812  -0.70
C  2.325  -1.612  -1.127  -0.47
C  1.711  -0.814  -0.138  0.79
C  1.195  0.448  -0.505  -0.27
C  0.654  1.464  0.312  0.53
C  0.036  2.578  -0.299  -0.81
C  -0.531  3.570  0.450  -0.62
C  -0.499  3.533  1.854  0.48
O  -1.006  4.611  2.624  -0.45
C  -0.048  5.449  3.265  0.12
C  0.258  6.688  2.697  -0.17
C  1.258  7.474  3.217  -0.59
C  1.962  7.049  4.327  -0.35
C  1.655  5.841  4.925  -0.69
C  0.655  5.052  4.407  -0.15
C  0.130  2.442  2.467  -0.49
C  0.720  1.462  1.724  -0.61
C  1.631  -1.357  1.163  -0.63
C  2.232  -2.540  1.483  -0.85
H  4.083  -5.837  2.195  0.25
H  4.137  -4.129  2.681  0.39
H  2.566  -4.979  2.521  0.35
H  3.338  -3.423  -1.575  0.46
H  2.340  -1.257  -2.143  0.39
H  1.225  0.667  -1.557  0.37
H  0.041  2.646  -1.374  0.45
H  -0.977  4.423  -0.025  0.51
H  -0.294  7.000  1.829  0.43
H  1.509  8.408  2.742  0.38
H  2.770  7.646  4.709  0.40
H  2.217  5.507  5.783  0.38
H  0.402  4.119  4.878  0.46
H  0.160  2.389  3.540  0.45
H  1.344  0.758  2.240  0.64
H  1.016  -0.899  1.912  0.52
H  2.178  -2.889  2.498  0.43

HOMO-LUMO gap	4.91	eV
energy relative to the best compared isomer or geometry (same formula, charge and spin)	298.8	kJ/mol
maximum force	3.4	eV Å⁻¹
total charge	+1
LUMO energy	-5.4468	eV

Entry 2:
Density functional theory data (ωB97M-V/def2-TZVPD) for a structure of composition C12H25CaO12 at a distorted geometry.

Each line ends with the Mulliken charge.
CARTESIAN COORDINATES (ANGSTROEM)
Ca  -0.194  -1.455  0.299  0.46
C  1.122  -5.870  -1.108  0.69
O  1.156  -6.966  -0.536  -0.64
O  0.041  -5.397  -1.295  -0.57
O  1.877  -5.030  -0.597  -0.63
C  -1.320  -4.470  4.095  0.66
O  -0.295  -3.733  4.058  -0.63
O  -2.383  -4.239  3.437  -0.69
O  -1.003  -5.588  4.345  -0.57
O  -6.568  0.483  -2.392  -0.49
C  -5.659  -0.405  -1.969  0.65
O  -4.618  -0.028  -1.529  -0.70
O  -5.878  -1.608  -2.174  -0.76
H  -7.084  -0.290  -2.631  0.30
C  -4.292  1.758  4.875  -1.19
C  -3.302  2.824  4.212  0.35
C  -2.944  3.963  5.162  -1.17
O  -2.122  2.136  3.937  -0.50
H  -3.808  1.011  5.503  0.35
H  -4.926  1.198  4.187  0.34
H  -5.028  2.275  5.491  0.29
H  -3.859  3.200  3.353  0.25
H  -3.868  4.480  5.424  0.35
H  -2.359  4.741  4.672  0.33
H  -2.283  3.670  5.977  0.26
H  -1.966  1.515  4.653  0.33
C  -0.200  -1.558  -6.783  -1.31
C  0.987  -0.802  -6.087  0.24
C  1.554  0.371  -6.962  -1.07
O  0.679  -0.273  -4.762  -0.48
H  -0.536  -2.373  -6.142  0.39
H  0.168  -2.129  -7.635  0.37
H  -1.052  -0.990  -7.157  0.34
H  1.760  -1.545  -5.894  0.26
H  0.838  1.184  -6.844  0.29
H  1.574  0.134  -8.025  0.32
H  2.520  0.533  -6.484  0.29
H  -0.134  0.222  -4.889  0.33
C  5.769  0.992  0.477  -1.32
C  4.995  1.257  1.642  0.46
C  5.433  2.273  2.681  -1.27
O  3.708  1.423  1.204  -0.39
H  6.818  0.746  0.642  0.34
H  5.767  1.942  -0.057  0.30
H  5.419  0.286  -0.276  0.34
H  5.074  0.311  2.178  0.16
H  5.395  3.321  2.382  0.34
H  6.455  2.064  2.999  0.35
H  4.856  2.173  3.601  0.31
H  3.716  2.265  0.742  0.34

HOMO-LUMO gap	2.55	eV
energy relative to the best compared isomer or geometry (same formula, charge and spin)	1093.9	kJ/mol
maximum force	8.6	eV Å⁻¹
total charge	-3
LUMO energy	5.0757	eV

Entry 3:
Density functional theory data (ωB97M-V/def2-TZVPD) for the molecule C4H3NO at a distorted geometry.

Each line ends with the Mulliken charge.
CARTESIAN COORDINATES (ANGSTROEM)
C  -0.107  1.011  -0.002  -0.28
C  0.935  0.180  0.003  -0.41
C  -1.358  0.251  -0.002  0.41
C  -0.717  -1.482  0.001  -0.32
N  0.552  -1.180  -0.003  0.03
O  -2.500  0.588  0.002  -0.45
H  -0.062  2.082  -0.023  0.40
H  1.980  0.437  0.026  0.41
H  1.277  -1.887  -0.003  0.22

HOMO-LUMO gap	7.66	eV
energy relative to the best compared isomer or geometry (same formula, charge and spin)	216.2	kJ/mol
maximum force	2.9	eV Å⁻¹
LUMO energy	-0.7784	eV